# 1
Entry from OMol25: a cluster of 9 separate species, C47H80BrFN4O28P in total at a distorted geometry (ωB97M-V/def2-TZVPD).

Geometry as XYZ:
```
162
Properties=species:S:1:pos:R:3:forces:R:3:mulliken_charge:R:1
C 3.4177 -5.1207 5.3972 0.085 0.105 0.087 -0.83
O 2.1662 -4.7537 4.8673 -0.070 0.028 -0.106 -0.24
C 1.1159 -4.9222 5.8014 0.058 -0.506 0.029 -0.59
C -0.1888 -5.0359 5.0440 0.204 0.635 -0.536 -1.19
C -0.6347 -3.7299 4.3672 -0.007 -0.097 0.434 0.18
C -0.6514 -2.5302 5.3343 -0.589 0.224 -0.734 -0.94
C -1.8126 -1.5470 5.0268 0.552 0.011 0.488 -0.42
C -1.3345 -0.3415 4.2261 -0.236 0.119 -0.316 -1.03
C -0.5909 -0.7622 2.9600 -0.170 0.428 0.366 -0.85
N -0.3035 0.4212 2.1298 0.983 -1.002 0.086 0.48
C 0.8981 1.2014 2.5704 -0.503 -0.080 -1.143 -2.84
C 0.8400 2.2931 1.4811 0.005 0.400 1.245 1.73
C -0.3882 3.2050 1.6710 0.149 0.289 0.322 -1.42
C -0.5057 3.8813 3.0588 -0.152 0.156 -0.155 -0.73
C -0.3182 5.4022 3.0489 0.307 -0.470 0.383 -0.48
F -1.5075 6.0304 3.3780 -0.164 0.148 -0.219 -0.37
P 2.4735 3.1314 1.6361 1.591 -1.143 -0.538 0.65
N 3.5995 2.0882 1.4571 -0.466 0.252 0.265 -0.69
O 2.5710 3.8337 3.0793 -0.745 0.190 -0.213 -0.56
O 2.4806 4.3209 0.5742 -0.321 0.032 0.127 -0.50
N 0.7105 1.3789 0.3088 -0.496 0.408 0.187 1.36
O -0.0570 2.0515 -0.6758 -0.003 -0.574 -0.199 -0.49
C 0.4788 2.0056 -2.0144 0.449 0.230 -0.219 -0.92
C 1.9829 2.2681 -2.1747 0.395 -0.114 -1.161 2.41
C 2.1369 3.4151 -3.1922 -0.533 0.303 0.439 -2.02
C 2.7488 0.9802 -2.6556 0.554 0.388 0.551 1.84
C 3.5422 0.3675 -1.4749 -0.927 -0.054 -0.210 -1.25
C 3.7466 1.2184 -3.7935 -0.304 -0.610 -0.130 -2.06
C 0.0240 0.2514 0.8220 -0.470 0.578 0.306 -0.02
N -0.1771 -0.8354 0.1493 -0.300 0.252 -0.615 0.62
C 0.2426 -1.0422 -1.2411 0.336 -0.472 0.277 -0.23
C 0.4008 -2.5280 -1.5228 -0.199 0.073 0.181 -0.56
C -0.8985 -3.3015 -1.5167 -0.118 -0.166 0.319 -1.15
Br 1.6561 -3.2760 -0.2086 -0.008 -0.011 -0.039 -0.11
H 3.4012 -6.1414 5.7906 -0.055 -0.039 0.044 0.32
H 3.7198 -4.4395 6.1991 0.056 -0.010 0.064 0.32
H 4.1569 -5.0790 4.6019 -0.029 0.095 -0.095 0.23
H 1.1162 -4.1126 6.5386 0.009 0.103 -0.002 0.35
H 1.2798 -5.8549 6.3547 0.008 -0.014 0.055 0.49
H -0.9949 -5.3656 5.6991 0.084 -0.140 0.116 0.38
H -0.0225 -5.7703 4.2549 -0.197 -0.260 0.144 0.40
H -1.6379 -3.9002 3.9727 -0.058 0.045 -0.020 0.12
H -0.0012 -3.5011 3.5086 0.139 -0.125 -0.005 0.21
H 0.2792 -1.9727 5.2140 0.192 -0.083 0.353 0.26
H -0.7100 -2.8493 6.3720 -0.049 -0.140 0.033 0.68
H -2.2359 -1.2102 5.9733 -0.084 0.184 -0.063 0.42
H -2.6180 -2.0509 4.4971 -0.058 -0.149 -0.100 -0.07
H -2.1831 0.2681 3.9034 -0.059 0.037 0.092 0.39
H -0.7016 0.3047 4.8378 0.085 -0.054 0.063 0.34
H -1.2361 -1.4671 2.4361 0.056 -0.014 -0.192 0.51
H 0.3590 -1.2378 3.2115 -0.014 -0.250 -0.145 0.19
H 1.7479 0.5715 2.2999 0.421 0.169 0.679 0.46
H 0.9234 1.5060 3.6060 -0.321 0.066 0.059 0.83
H -0.3682 3.9938 0.9221 -0.082 -0.150 -0.223 0.53
H -1.2844 2.6107 1.5252 0.008 -0.035 -0.283 0.58
H -1.5159 3.7104 3.4303 -0.018 0.013 0.074 0.47
H 0.1614 3.4651 3.8076 0.068 -0.161 -0.047 0.47
H 0.3999 5.6931 3.8171 0.051 0.140 -0.012 0.22
H 0.0256 5.7564 2.0768 -0.123 0.170 -0.067 0.28
H 4.1981 2.0692 2.2750 0.342 -0.139 -0.223 0.25
H 2.4626 4.7898 3.0201 -0.018 0.139 0.139 0.32
H 3.3839 4.3433 0.2102 0.065 0.225 -0.110 0.21
H 0.2013 1.0909 -2.5366 -0.030 -0.043 0.223 -0.05
H -0.0753 2.8028 -2.5076 -0.142 0.095 0.201 0.66
H 2.4525 2.6104 -1.2556 -0.269 -0.104 0.222 -1.12
H 1.8235 3.1073 -4.1890 0.195 -0.031 -0.099 0.39
H 1.4695 4.2355 -2.9124 0.060 0.055 0.076 0.60
H 3.1407 3.8275 -3.2005 0.145 -0.148 -0.218 0.35
H 2.0098 0.2717 -3.0322 0.002 -0.039 -0.034 -0.65
H 4.5456 0.7850 -1.4713 0.103 -0.067 0.218 0.50
H 3.0547 0.6047 -0.5309 0.243 0.006 0.122 0.18
H 3.5744 -0.7210 -1.5438 0.319 -0.054 -0.145 0.22
H 3.2375 1.3650 -4.7450 0.102 0.304 -0.057 0.40
H 4.3313 0.3037 -3.9108 0.070 -0.006 -0.006 0.53
H 4.4475 2.0222 -3.5846 -0.025 0.130 -0.014 0.35
H -0.6297 -1.6144 0.6033 -0.008 -0.021 0.168 0.14
H 1.2211 -0.5789 -1.3420 -0.175 0.246 -0.140 -0.21
H -0.4865 -0.6209 -1.9258 0.019 -0.027 -0.068 0.31
H 0.8878 -2.6219 -2.4864 0.082 -0.022 -0.002 0.59
H -1.5194 -3.1333 -0.6314 0.136 0.128 0.110 0.32
H -1.4855 -3.0182 -2.3854 -0.002 -0.060 -0.092 0.17
H -0.6981 -4.3702 -1.5264 -0.043 -0.034 -0.230 0.45
C -6.0829 -1.0109 3.2950 0.036 -0.151 -0.152 -0.17
C -6.0866 -1.3110 1.8096 -0.119 0.109 -0.026 -0.36
O -5.0487 -2.3000 1.6903 0.005 0.084 0.029 -0.38
C -4.9066 -2.9008 2.8929 0.043 -0.037 0.060 0.77
O -4.2457 -3.8749 3.0878 0.024 0.006 -0.074 -0.61
O -5.6066 -2.2551 3.8420 0.035 0.048 -0.060 -0.34
H -7.0577 -0.7699 3.6880 -0.071 -0.118 0.167 0.38
H -5.3805 -0.2214 3.5661 0.008 -0.015 0.022 0.13
H -7.0272 -1.7492 1.4744 0.009 -0.041 0.032 0.31
H -5.8569 -0.4467 1.1921 0.147 -0.074 -0.043 0.31
C -0.9416 -2.9547 -6.9209 -0.036 -0.174 -0.134 0.23
C -1.8831 -3.3372 -5.8040 0.026 -0.096 0.065 -0.10
O -1.1935 -2.8020 -4.6452 0.029 -0.020 -0.153 -0.19
C -0.3945 -1.8061 -5.0606 -0.070 0.014 -0.041 0.44
O 0.1704 -1.0540 -4.3145 0.032 0.064 0.042 -0.49
O -0.3183 -1.7582 -6.3945 -0.008 -0.016 0.036 -0.39
H -1.4557 -2.7441 -7.8538 0.031 0.219 0.034 0.36
H -0.1693 -3.7021 -7.0940 -0.066 0.056 0.041 -0.29
H -2.8574 -2.8668 -5.8916 0.244 0.006 0.198 0.02
H -2.0130 -4.4114 -5.7051 0.119 0.008 0.152 0.40
C 6.0897 6.5663 1.3092 0.140 0.090 0.117 0.30
C 6.4385 7.6045 0.2627 -0.045 0.133 0.088 -0.41
O 6.7111 6.7944 -0.8899 0.007 -0.043 0.073 -0.36
C 6.0620 5.6195 -0.7482 0.051 0.034 -0.044 0.66
O 5.9383 4.8008 -1.6000 -0.102 -0.075 -0.074 -0.54
O 5.5588 5.4966 0.5031 -0.162 0.084 0.039 -0.35
H 5.3480 6.9114 2.0250 -0.116 -0.121 -0.075 0.35
H 6.9661 6.2036 1.8466 -0.225 0.025 -0.070 -0.24
H 5.6058 8.2707 0.0298 -0.012 -0.031 -0.018 0.26
H 7.3099 8.1984 0.5244 0.090 -0.088 -0.113 0.32
C -6.2995 -0.1968 -7.1993 -0.081 0.132 -0.021 -0.29
C -6.2948 -0.5812 -8.6652 -0.134 0.099 -0.043 -0.29
O -5.1874 -1.4892 -8.7325 -0.022 0.040 0.006 -0.31
C -4.9894 -2.0060 -7.5055 -0.045 -0.087 -0.089 0.63
O -4.2560 -2.9147 -7.2659 -0.308 0.083 -0.246 -0.58
O -5.7296 -1.3591 -6.5813 0.006 0.057 -0.015 -0.31
H -7.2930 -0.0062 -6.8041 0.008 -0.149 0.087 0.28
H -5.6579 0.6604 -6.9899 0.029 -0.017 -0.019 0.25
H -7.1999 -1.1116 -8.9628 0.006 -0.028 0.032 0.27
H -6.1367 0.2602 -9.3333 0.159 -0.062 -0.038 0.29
C 4.0851 -4.7696 -8.4705 0.140 0.026 -0.072 -0.33
C 3.2965 -3.7190 -9.2265 0.129 0.091 -0.038 -0.26
O 1.9673 -4.2528 -9.1844 0.031 0.036 0.024 -0.31
C 1.8788 -5.0865 -8.1245 0.056 -0.078 -0.044 0.70
O 0.8623 -5.5539 -7.7201 -0.018 -0.016 0.062 -0.58
O 3.0959 -5.3093 -7.5853 0.012 0.025 -0.037 -0.32
H 4.9177 -4.3617 -7.9046 -0.083 -0.034 0.144 0.29
H 4.4478 -5.5685 -9.1185 -0.037 -0.003 -0.016 0.27
H 3.3008 -2.7504 -8.7242 -0.011 -0.017 0.033 0.25
H 3.6208 -3.5904 -10.2552 -0.143 -0.076 -0.053 0.29
C 11.2918 6.4673 1.4328 0.152 0.003 -0.067 -0.29
C 11.0434 5.0142 1.0812 0.112 0.000 -0.121 -0.31
O 10.0777 4.6266 2.0684 0.037 0.019 -0.024 -0.31
C 9.4417 5.7332 2.4960 0.043 -0.051 0.083 0.73
O 8.4682 5.7331 3.1837 0.092 -0.010 0.037 -0.61
O 10.0433 6.8485 2.0291 0.016 -0.006 -0.047 -0.33
H 11.5063 7.0911 0.5700 -0.154 0.075 0.017 0.29
H 12.0834 6.5915 2.1725 -0.021 -0.027 0.027 0.27
H 10.5997 4.8925 0.0920 -0.031 0.022 0.011 0.26
H 11.9307 4.3925 1.1545 -0.066 -0.075 0.142 0.30
C -7.4549 4.4042 3.0342 0.007 0.159 -0.016 -0.31
C -6.0836 4.1974 3.6456 0.047 0.130 -0.044 -0.22
O -6.2823 3.0222 4.4416 0.028 0.012 -0.064 -0.30
C -7.3332 2.3390 3.9341 -0.091 0.056 0.085 0.65
O -7.6492 1.2431 4.2722 -0.017 0.125 -0.025 -0.55
O -7.9707 3.0672 2.9941 0.053 0.030 -0.011 -0.32
H -7.4240 4.8288 2.0349 -0.055 -0.147 -0.062 0.30
H -8.1068 5.0117 3.6626 0.010 -0.023 0.034 0.27
H -5.3195 3.9873 2.8947 -0.021 -0.016 -0.013 0.19
H -5.7555 5.0256 4.2670 -0.018 -0.094 0.131 0.30
C -7.2419 -5.7385 3.6997 0.061 0.134 0.264 0.11
C -6.5769 -6.7044 2.7574 0.352 -0.143 -0.159 -0.21
O -7.6829 -7.4303 2.2136 -0.142 0.207 0.153 -0.35
C -8.7916 -6.6531 2.3352 0.091 0.011 -0.017 0.64
O -9.8394 -6.8885 1.8367 -0.101 -0.014 -0.040 -0.51
O -8.5288 -5.5586 3.1012 0.089 -0.146 -0.099 -0.35
H -6.7054 -4.7978 3.7711 -0.176 0.127 -0.010 -0.14
H -7.3724 -6.1519 4.7013 -0.028 -0.024 -0.016 0.27
H -6.0568 -6.1975 1.9423 -0.002 0.023 0.015 0.22
H -5.8839 -7.3759 3.2571 -0.096 -0.143 -0.063 0.32
```
Positions in Å, forces in eV/Å.

Total charge = +1
Orbital gap = 9.37 eV
Electronic energy = -195370.577 eV

=====

# 2
Entry from OMol25: a cluster of 3 separate species, C7H13NO in total at a distorted geometry (ωB97M-V/def2-TZVPD).

Geometry as XYZ:
```
22
Properties=species:S:1:pos:R:3:forces:R:3:nbo_charge:R:1
C -2.6265 0.3133 -0.6306 -1.141 0.139 -0.298 -0.10
C 0.1301 1.9464 -0.6968 0.038 0.134 -0.048 -0.70
C -0.8480 -1.8963 0.4246 -0.045 -0.139 0.015 -0.70
C -0.2535 0.5971 -0.3199 0.164 -0.911 0.330 0.09
C 1.9236 -0.3364 0.3344 1.069 -0.128 -0.029 0.19
C -0.5177 -0.5427 0.0170 0.505 0.870 -0.208 0.10
N 2.4246 0.4872 1.3263 -0.068 0.033 0.148 -0.89
C 2.6443 -0.9591 -0.5985 -0.237 0.007 0.035 -0.64
O -3.3781 0.0782 0.5102 0.060 0.068 0.088 -0.72
H -3.2465 0.8019 1.1323 -0.006 -0.058 -0.076 0.47
H 1.9364 0.4580 2.2085 0.014 -0.014 -0.053 0.37
H 3.4380 0.5036 1.4531 -0.251 -0.057 -0.125 0.36
H -2.6668 1.3291 -1.0219 0.047 -0.007 0.057 0.14
H -2.8077 -0.4589 -1.3686 0.050 -0.029 0.016 0.16
H 0.3384 2.0068 -1.7666 -0.018 -0.001 0.059 0.24
H 1.0367 2.2114 -0.1485 -0.036 0.035 -0.042 0.26
H -0.6578 2.6614 -0.4496 0.039 -0.029 -0.014 0.23
H -1.8531 -1.9178 0.8511 0.054 -0.015 -0.016 0.25
H -0.8053 -2.5775 -0.4277 -0.007 0.038 0.045 0.24
H -0.1231 -2.2329 1.1658 -0.047 -0.026 -0.003 0.25
H 2.1732 -1.4666 -1.4321 -0.026 0.029 0.046 0.20
H 3.7388 -1.0062 -0.5625 -0.158 0.062 0.072 0.18
```
Positions in Å, forces in eV/Å.

Orbital gap (spin up / spin down) = 7.65 / 6.84 eV
ΔE to the lowest compared entry with this formula, charge and spin = 753.13 kJ/mol
Electronic energy = -10999.947 eV